# 1
{
  "formula": "C6H12O5",
  "method": "the ωB97M-V functional and the def2-TZVPD basis",
  "species": ["C", "C", "C", "C", "C", "C", "H", "H", "H", "H", "H", "H", "H", "H", "H", "H", "H", "H", "O", "O", "O", "O", "O"],
  "coordinates": [[1.611, -1.833, 2.250], [-0.421, -0.423, 1.885], [-0.655, 0.538, 0.606], [-1.060, -0.191, -1.531], [0.367, 0.228, -1.585], [0.494, 1.145, -0.308], [1.116, -2.716, 2.528], [2.084, -1.257, 3.034], [2.705, -2.039, 1.539], [-0.762, 0.280, 3.060], [-1.316, -1.123, 1.953], [-1.163, 1.415, 1.183], [-1.418, -1.267, -1.862], [-2.706, 0.363, -1.932], [0.941, -0.525, -1.292], [-0.216, 0.775, -3.269], [1.230, 1.208, 0.339], [0.583, 2.518, -1.815], [0.877, -0.970, 1.378], [-1.444, -0.343, -0.155], [-1.839, 0.636, -2.359], [0.763, 0.887, -2.834], [0.228, 2.693, -0.814]],
  "total_charge": 0,
  "total_energy_ha": -611.7719,
  "relative_energy_kj_mol": 633.85,
  "orbital_gap_ev": 10.57
}

# 2
{
  "formula": "C3H5NO2",
  "method": "the ωB97M-V functional and the def2-TZVPD basis",
  "species": ["H", "N", "C", "O", "C", "C", "O", "H", "H", "H", "H"],
  "coordinates": [[-2.206, -0.066, -1.585], [-1.486, 0.045, -0.880], [-0.380, 0.302, -1.437], [0.753, 0.519, -0.737], [0.582, 0.488, 0.672], [0.581, -0.884, 1.255], [0.328, -0.992, 2.432], [-0.185, 0.389, -2.511], [-0.335, 0.969, 1.005], [1.429, 0.945, 1.184], [0.919, -1.714, 0.602]],
  "total_charge": 0,
  "total_energy_ha": -322.5128,
  "smiles": "[H]/N=C/OCC=O",
  "relative_energy_kj_mol": 161.44,
  "orbital_gap_ev": 10.78
}

# 3
{
  "formula": "C5H6O2",
  "method": "the ωB97M-V functional and the def2-TZVPD basis",
  "species": ["O", "C", "C", "O", "C", "C", "C", "H", "H", "H", "H", "H", "H"],
  "coordinates": [[1.732, 0.156, -1.643], [0.812, -0.003, -0.873], [-0.521, -0.500, -1.393], [-1.704, -0.140, -0.614], [-1.743, 0.246, 0.631], [-0.413, 0.369, 1.342], [0.938, 0.198, 0.616], [-0.501, -1.596, -1.447], [-0.686, -0.101, -2.397], [1.608, 1.051, 0.774], [-0.516, -0.341, 2.176], [-0.475, 1.350, 1.831], [1.470, -0.688, 0.994]],
  "total_charge": 0,
  "total_energy_ha": -344.4887,
  "relative_energy_kj_mol": 297.26,
  "orbital_gap_ev": 9.00
}

# 4
{
  "formula": "C26H29F3GaN3O2S2",
  "method": "the ωB97M-V functional and the def2-TZVPD basis",
  "species": ["Ga", "F", "C", "F", "F", "C", "C", "C", "C", "N", "C", "S", "H", "H", "H", "O", "S", "C", "C", "C", "C", "C", "C", "C", "C", "C", "C", "C", "C", "C", "C", "H", "H", "H", "H", "H", "H", "H", "H", "H", "H", "H", "H", "H", "H", "C", "N", "C", "C", "C", "N", "C", "C", "O", "H", "H", "H", "H", "H", "H", "H", "H", "H", "H", "H", "H"],
  "coordinates": [[-1.035, -0.753, -1.165], [-3.580, -4.577, -4.990], [-3.613, -4.143, -3.737], [-4.194, -5.095, -3.002], [-4.383, -3.051, -3.689], [-2.205, -3.833, -3.242], [-1.206, -4.785, -3.416], [0.090, -4.565, -2.992], [0.386, -3.363, -2.417], [-0.554, -2.418, -2.227], [-1.835, -2.631, -2.624], [-2.891, -1.262, -2.143], [-1.479, -5.723, -3.872], [0.849, -5.330, -3.153], [1.385, -3.151, -2.063], [-0.349, 0.980, -1.099], [-1.107, 2.371, -1.185], [-0.612, 3.275, 0.328], [0.621, 2.798, 1.020], [1.805, 3.523, 0.982], [2.902, 3.070, 1.688], [2.830, 1.893, 2.419], [1.658, 1.155, 2.436], [0.554, 1.605, 1.735], [-0.292, 3.293, -2.537], [1.027, 3.929, -2.268], [2.202, 3.179, -2.312], [3.421, 3.773, -2.044], [3.480, 5.111, -1.728], [2.319, 5.886, -1.712], [1.100, 5.284, -1.996], [-1.497, 3.172, 0.947], [-0.539, 4.314, -0.005], [1.851, 4.456, 0.441], [3.813, 3.661, 1.668], [3.684, 1.554, 3.004], [1.619, 0.231, 2.993], [-0.393, 1.070, 1.777], [-1.043, 4.044, -2.778], [-0.287, 2.563, -3.345], [2.169, 2.122, -2.507], [4.328, 3.184, -2.081], [4.423, 5.571, -1.488], [2.329, 6.951, -1.537], [0.181, 5.888, -1.993], [-2.887, -0.817, 1.627], [-1.819, -1.465, 2.357], [-2.114, -1.931, 3.719], [-0.816, -2.219, 4.466], [0.043, -3.151, 3.644], [0.222, -2.574, 2.292], [1.345, -3.051, 1.517], [-0.711, -1.820, 1.716], [-0.508, -1.409, 0.504], [-3.639, -0.536, 2.353], [-3.355, -1.466, 0.883], [-2.537, 0.113, 1.165], [-2.748, -2.825, 3.664], [-2.653, -1.152, 4.231], [-1.078, -2.681, 5.416], [-0.277, -1.300, 4.666], [-0.388, -4.154, 3.557], [1.024, -3.242, 4.100], [2.174, -3.223, 2.206], [1.649, -2.314, 0.800], [1.141, -4.009, 1.028]],
  "total_charge": 2,
  "total_energy_ha": -4343.2564,
  "relative_energy_kj_mol": 0.00,
  "orbital_gap_ev": 8.34
}

The calculation returns the following highest occupied orbital energy values, one per record and in order: -9.97 -9.94 -8.46 -14.13 eV.